129
Properties=species:S:1:pos:R:3:forces:R:3:lowdin_charge:R:1 method="wB97M-V/def2-TZVPD" gap_ev=5.144 max_force_ha_per_bohr=0.0130 lumo_energy_ha=0.00390
Rb 0.022322 -0.086809 0.084875 -0.22 0.36 -0.02 0.593
C 1.277798 1.958992 2.717221 -0.03 0.11 0.09 -0.258
Si -0.579466 2.325069 2.303031 0.04 -0.12 -0.05 0.532
C -1.395621 1.969324 4.005927 0.17 0.03 -0.07 -0.312
C -1.191937 2.663268 5.196182 0.06 0.09 0.11 -0.110
C -1.865696 2.331007 6.363504 0.04 0.08 0.04 -0.092
C -2.760886 1.274229 6.363051 -0.06 -0.09 -0.01 -0.091
C -2.946066 0.530883 5.205063 -0.04 0.07 0.08 -0.091
C -2.260483 0.866804 4.039699 -0.07 -0.07 0.07 -0.399
P -2.342433 -0.145493 2.507981 0.00 -0.23 0.15 0.973
C -3.259983 -1.614827 3.165749 -0.05 -0.03 -0.07 -0.373
C -2.540265 -2.467494 4.006575 0.04 0.03 0.00 -0.128
C -3.109357 -3.614807 4.527762 0.07 -0.08 0.04 -0.094
C -4.411326 -3.959049 4.188473 -0.08 -0.05 -0.01 -0.106
C -5.130478 -3.138117 3.334433 -0.06 -0.04 0.01 -0.087
C -4.564998 -1.971410 2.833410 0.07 0.01 0.05 -0.073
C -3.676389 0.616544 1.532856 -0.05 -0.03 -0.05 -0.398
C -3.911947 0.107470 0.256674 0.02 0.00 0.03 -0.105
C -4.987868 0.556887 -0.490135 -0.02 -0.01 -0.10 -0.089
C -5.831453 1.530973 0.024590 -0.03 0.05 -0.08 -0.099
C -5.583128 2.063742 1.280243 -0.06 0.06 0.02 -0.078
C -4.512568 1.606150 2.033730 -0.02 0.02 0.02 -0.068
C -0.560155 4.225860 2.071055 -0.04 -0.13 0.19 -0.308
C -1.005773 5.202448 2.960699 -0.08 0.09 0.11 -0.091
C -1.018005 6.550512 2.625858 -0.04 -0.01 0.08 -0.092
C -0.574727 6.959727 1.380148 0.03 0.04 -0.12 -0.093
C -0.144534 6.007253 0.465409 -0.03 0.12 0.07 -0.096
C -0.151982 4.658710 0.803113 0.06 0.13 -0.11 -0.412
P 0.255932 3.361652 -0.423175 0.10 0.01 -0.20 1.003
C -1.324148 3.193795 -1.336243 -0.04 -0.05 -0.02 -0.377
C -1.379174 2.286019 -2.393724 0.11 0.02 -0.01 -0.139
C -2.526575 2.150265 -3.160094 0.02 -0.02 -0.04 -0.092
C -3.648977 2.905856 -2.860713 -0.09 -0.04 -0.05 -0.095
C -3.619048 3.781130 -1.786702 -0.08 0.01 0.03 -0.075
C -2.468780 3.922554 -1.027797 0.05 0.05 0.01 -0.054
C 1.234204 4.383237 -1.607067 0.04 -0.10 -0.08 -0.392
C 2.509229 4.752891 -1.173620 0.02 0.01 0.05 -0.125
C 3.352188 5.494938 -1.981855 0.07 -0.02 0.04 -0.104
C 2.950648 5.852174 -3.262534 0.05 0.03 -0.07 -0.098
C 1.696572 5.475047 -3.712937 -0.01 0.04 -0.07 -0.085
C 0.839662 4.755107 -2.889439 -0.02 -0.03 0.07 -0.085
H 1.623549 2.516251 3.593684 0.01 0.00 0.01 0.019
H 1.931974 2.224022 1.880904 0.00 -0.01 -0.03 -0.006
H 1.426916 0.895952 2.933711 -0.02 -0.04 -0.01 -0.013
H -0.476443 3.478599 5.220108 -0.01 0.00 0.01 0.095
H -1.694831 2.897825 7.271669 0.01 -0.01 -0.01 0.098
H -3.305778 1.017269 7.263499 0.00 0.00 -0.01 0.098
H -3.631300 -0.305641 5.216034 -0.01 -0.02 0.03 0.098
H -1.518470 -2.214525 4.268675 -0.06 -0.01 0.00 0.080
H -2.534950 -4.245897 5.196149 -0.01 0.00 -0.01 0.102
H -4.860209 -4.859122 4.590186 0.00 0.01 -0.01 0.098
H -6.147830 -3.394998 3.063707 0.01 -0.01 0.01 0.101
H -5.154878 -1.336880 2.186059 0.00 0.03 -0.02 0.100
H -3.262018 -0.664322 -0.145227 0.01 0.01 0.01 0.086
H -5.167391 0.146157 -1.476823 0.00 0.02 0.00 0.103
H -6.673933 1.884097 -0.557786 0.01 -0.01 0.00 0.101
H -6.232247 2.832811 1.681737 0.01 -0.01 -0.01 0.103
H -4.331227 2.011240 3.021989 0.00 0.01 -0.01 0.108
H -1.366018 4.909100 3.938228 -0.01 0.02 0.00 0.077
H -1.375496 7.281348 3.342258 0.01 0.00 0.00 0.098
H -0.578633 8.008630 1.109798 0.00 -0.01 0.00 0.097
H 0.176177 6.323062 -0.518281 0.01 0.03 -0.03 0.101
H -0.492266 1.709580 -2.648079 -0.01 0.00 0.02 0.085
H -2.543770 1.465996 -4.001168 -0.01 -0.01 0.00 0.099
H -4.547063 2.809148 -3.458534 0.01 -0.01 0.01 0.103
H -4.499158 4.359073 -1.535269 -0.01 0.00 0.00 0.107
H -2.452457 4.614561 -0.195612 -0.02 -0.01 0.01 0.108
H 2.833824 4.466115 -0.177557 0.00 0.01 -0.01 0.111
H 4.329534 5.788084 -1.616778 -0.01 0.00 0.00 0.104
H 3.612807 6.422478 -3.902025 -0.01 0.00 0.00 0.098
H 1.370436 5.754972 -4.707426 0.01 0.00 0.00 0.101
H -0.146785 4.494947 -3.250491 -0.02 -0.02 0.00 0.099
O -1.316988 -1.146358 -2.496056 0.09 0.11 0.11 -0.121
C -1.973108 -2.377435 -2.726402 -0.04 -0.10 -0.07 -0.190
C -2.200412 -3.097922 -1.420187 -0.10 0.04 -0.07 -0.275
C -3.179694 -4.083148 -1.341301 0.05 0.04 0.04 -0.022
C -3.360669 -4.744237 -0.138830 0.06 0.04 0.02 -0.052
C -2.559694 -4.398414 0.938913 0.01 0.01 -0.03 -0.047
C -1.611956 -3.402950 0.761092 -0.01 -0.08 0.13 -0.131
N -1.430618 -2.760808 -0.392168 0.04 0.02 -0.04 0.087
H -1.285495 -0.661422 -3.324750 -0.01 0.04 -0.03 0.079
H -1.369928 -3.018952 -3.382774 -0.02 0.02 0.02 0.131
H -2.941943 -2.217738 -3.212847 0.02 -0.01 0.00 0.126
H -3.793360 -4.312209 -2.203472 0.00 0.00 -0.01 0.114
H -4.121636 -5.507709 -0.040636 -0.01 0.00 0.01 0.109
H -2.677475 -4.866281 1.905564 -0.01 0.00 0.03 0.100
H -0.962518 -3.097585 1.574372 -0.03 -0.02 -0.01 0.087
C 3.141263 -5.084287 0.868361 0.06 0.01 -0.09 -0.051
N 2.941084 -4.309212 2.074001 0.05 -0.02 0.12 -0.087
C 2.923649 -5.051514 3.326939 0.02 -0.05 0.07 -0.145
C 2.449806 -3.995876 4.309594 0.03 -0.02 -0.05 -0.146
N 1.557909 -3.212783 3.475834 0.09 -0.10 -0.07 -0.105
C 1.124352 -1.934368 3.996844 0.03 0.04 -0.06 -0.058
C 2.002651 -3.286116 2.151347 -0.11 0.05 0.09 -0.365
N 1.548863 -2.494578 1.268170 -0.13 0.13 0.15 0.067
C 2.027900 -2.401966 -0.088438 -0.06 0.00 -0.17 -0.302
C 3.270101 -1.503167 -0.188288 -0.02 -0.14 0.08 -0.241
N 3.161529 -0.699057 -1.378482 -0.03 -0.01 -0.22 0.094
C 4.034543 0.165887 -1.714545 -0.12 0.02 -0.02 -0.364
N 5.208522 0.580807 -1.090683 0.04 0.10 -0.09 -0.086
C 6.064987 -0.316125 -0.344575 -0.02 -0.07 0.12 -0.057
C 5.909285 1.497502 -1.982386 0.02 0.07 0.01 -0.139
C 4.780390 2.053956 -2.831985 0.09 -0.03 -0.06 -0.130
N 3.875101 0.923963 -2.865498 0.14 -0.02 0.00 -0.107
C 2.561628 1.109456 -3.428414 -0.06 -0.03 0.02 -0.044
H 3.780813 -5.930860 1.113308 0.01 0.00 0.01 0.089
H 3.648681 -4.495660 0.103524 -0.01 -0.10 0.05 0.072
H 2.201045 -5.469304 0.457004 0.02 0.00 0.01 0.101
H 3.913652 -5.443712 3.560460 -0.02 0.00 0.00 0.122
H 2.212307 -5.887673 3.278993 0.01 0.02 0.01 0.126
H 3.293179 -3.387884 4.668662 -0.01 -0.01 -0.01 0.126
H 1.929409 -4.414267 5.171058 0.00 0.00 -0.01 0.123
H 0.649670 -2.084686 4.966619 0.01 0.00 0.00 0.090
H 0.405636 -1.487019 3.314805 -0.01 0.05 0.00 0.048
H 1.965453 -1.239662 4.122955 -0.01 -0.01 -0.01 0.096
H 1.241212 -1.914517 -0.665620 0.37 -0.52 -0.20 -0.013
H 2.193815 -3.359039 -0.594664 -0.01 0.15 0.07 0.095
H 4.169410 -2.133537 -0.180009 -0.08 0.00 0.02 0.100
H 3.307969 -0.881522 0.718411 -0.03 -0.02 -0.01 0.121
H 5.537007 -0.756618 0.497337 0.11 0.05 -0.06 0.068
H 6.896006 0.266485 0.052011 0.00 0.00 0.00 0.089
H 6.478273 -1.117498 -0.970922 -0.01 0.01 0.00 0.099
H 6.638247 0.956067 -2.601573 -0.02 0.00 0.01 0.124
H 6.435699 2.263345 -1.411489 0.00 -0.01 -0.02 0.122
H 5.102421 2.332983 -3.836549 0.00 0.00 0.03 0.125
H 4.314700 2.923972 -2.361131 -0.05 0.08 0.06 0.105
H 2.659492 1.496195 -4.443533 -0.01 0.00 0.01 0.092
H 1.963214 1.818559 -2.839939 0.01 -0.01 0.00 0.071
H 2.055544 0.147193 -3.452150 -0.04 0.01 -0.02 0.079